{"formula": "C20H26IN2O4Pt", "method": "ωB97M-V/def2-TZVPD", "species": ["Pt", "C", "C", "C", "C", "C", "H", "H", "H", "H", "H", "H", "H", "H", "H", "H", "N", "C", "C", "C", "C", "C", "C", "H", "H", "H", "H", "H", "H", "H", "N", "C", "O", "C", "I", "H", "H", "H", "H", "O", "C", "C", "C", "C", "C", "C", "C", "O", "O", "H", "H", "H", "H", "H"], "xyz": [[0.92322, -0.65124, -0.12222], [2.71923, -2.27191, -2.36667], [3.25141, -0.87995, -1.96922], [4.78020, -0.86167, -2.08217], [2.67126, 0.18039, -2.92923], [2.76818, -0.54861, -0.58560], [2.95274, -2.48969, -3.41048], [1.63895, -2.31407, -2.23818], [3.16360, -3.04515, -1.73908], [5.08279, -1.06751, -3.11057], [5.23237, -1.61827, -1.43763], [5.17965, 0.11680, -1.80388], [2.99316, -0.01861, -3.95337], [3.01053, 1.17663, -2.63793], [1.58253, 0.16572, -2.88191], [3.55795, -0.30664, 0.13343], [0.79401, -0.98674, 3.12058], [-0.35218, -0.47234, 3.67812], [-1.48988, -0.25055, 2.89103], [-2.62039, 0.33185, 3.43142], [-2.65545, 0.70668, 4.77004], [-1.53537, 0.48723, 5.55830], [-0.39933, -0.10015, 5.02715], [1.50342, -1.34971, 3.72953], [0.74050, -1.39749, 2.19169], [-1.46755, -0.53067, 1.84490], [-3.48281, 0.49726, 2.79740], [-3.54277, 1.16734, 5.18518], [-1.54543, 0.79032, 6.59876], [0.47405, -0.26296, 5.64976], [-1.61596, -2.61791, -0.61365], [-0.58731, -3.31514, -0.04805], [0.38829, -2.67605, 0.48230], [-0.64436, -4.71765, -0.01845], [0.24287, -5.44652, -2.58000], [-1.46135, -1.63185, -0.78207], [-2.20290, -3.09655, -1.27530], [-1.58020, -5.22198, -0.19542], [0.13256, -5.24728, 0.50664], [0.16385, 4.29204, -0.78846], [-1.09891, 3.98104, -1.11396], [-1.94666, 4.99740, -1.55751], [-3.25586, 4.71902, -1.90045], [-3.74310, 3.41811, -1.81474], [-2.90549, 2.40659, -1.38517], [-1.58681, 2.66593, -1.02432], [-0.69387, 1.55044, -0.58995], [0.50478, 1.81401, -0.28589], [-1.14857, 0.37837, -0.55891], [0.58891, 3.43636, -0.51733], [-1.55258, 6.00318, -1.62997], [-3.90006, 5.52182, -2.23756], [-4.76877, 3.20509, -2.08745], [-3.25712, 1.38527, -1.32348]], "forces_ev_per_angstrom": [[1.34, 0.08, -0.66], [0.03, 0.22, 0.13], [0.09, -0.18, -0.36], [-0.06, 0.05, 0.10], [-0.02, -0.02, 0.23], [-1.30, -0.30, 0.36], [0.06, 0.01, -0.01], [-0.01, -0.09, -0.05], [-0.07, -0.07, -0.02], [0.02, -0.02, -0.01], [0.00, 0.00, 0.01], [0.02, -0.01, 0.02], [0.04, -0.04, 0.00], [-0.05, 0.04, -0.07], [0.00, 0.02, -0.05], [-0.04, 0.13, 0.05], [-0.03, -0.03, -0.18], [-0.08, 0.09, 0.08], [0.07, -0.06, -0.09], [0.06, -0.02, 0.08], [-0.12, 0.06, -0.02], [-0.04, 0.01, -0.01], [0.07, -0.02, -0.03], [-0.02, -0.06, 0.01], [0.04, -0.04, 0.45], [-0.02, 0.01, -0.03], [0.00, 0.00, -0.01], [0.02, 0.00, 0.02], [0.03, -0.05, 0.01], [-0.01, 0.02, 0.01], [0.27, 0.00, 0.05], [-0.37, 0.22, -0.03], [0.02, 0.50, -0.27], [0.03, -0.21, 0.12], [-0.02, 0.02, -0.02], [-0.13, 0.02, -0.02], [0.07, -0.09, -0.01], [0.00, 0.02, -0.05], [0.01, 0.03, 0.01], [0.01, 0.11, -0.03], [-0.04, -0.12, 0.03], [-0.01, 0.13, -0.03], [0.15, -0.08, 0.07], [-0.15, 0.02, -0.05], [-0.05, 0.00, 0.01], [0.05, -0.02, -0.04], [-0.03, 0.28, -0.02], [-0.09, -0.05, -0.05], [0.13, -0.46, 0.29], [0.02, -0.01, 0.02], [0.03, -0.02, 0.03], [-0.01, 0.00, -0.01], [0.02, -0.04, 0.01], [0.02, -0.01, 0.03]], "homo_lumo_gap_ev": [6.24, 7.10], "s_squared": 2.015, "homo_energy_ev": [-4.0, -5.3], "e_lumo_ev": [2.23, 1.80], "fmax_ev_per_a": 1.5, "multiplicity": 3, "total_energy_ha": -1605.2309, "charge": -1, "e_above_lowest_kcal_mol": 24.4}

{"formula": "CH2I2O2", "method": "ωB97M-V/def2-TZVPD", "species": ["C", "O", "O", "I", "I", "H", "H"], "xyz": [[1.05476, 0.25079, -0.54030], [-1.27731, -0.45247, 0.29182], [0.76219, 0.24562, -1.67379], [1.41092, 1.97700, 0.52076], [1.48703, -1.55612, 0.49866], [-1.37750, 0.34209, 0.76871], [-2.06008, -0.80690, 0.13413]], "forces_ev_per_angstrom": [[0.34, -1.20, -0.89], [5.25, 1.21, 0.37], [-0.10, 0.14, -0.17], [0.09, 1.10, 0.73], [0.51, -0.26, 0.15], [-0.47, 1.35, 0.88], [-5.62, -2.35, -1.07]], "homo_lumo_gap_ev": 9.04, "homo_energy_ev": -9.5, "e_lumo_ev": -0.47, "fmax_ev_per_a": 6.2, "total_energy_ha": -785.1406, "e_above_lowest_kcal_mol": 18.2}

{"formula": "C4H4N2S", "method": "ωB97M-V/def2-TZVPD", "species": ["N", "C", "C", "N", "C", "C", "S", "H", "H", "H", "H"], "xyz": [[1.81615, -0.84948, 2.56016], [1.15524, -0.49985, 1.68686], [0.26696, 0.10415, 0.59465], [-0.99607, -0.49387, 0.23206], [-0.82573, -0.09340, -1.24841], [0.61698, 0.27034, -0.83122], [1.78803, 1.12535, -1.56076], [0.13796, 0.97568, 1.10653], [-1.66312, -0.02212, 0.79526], [-0.77848, -1.14126, -1.74181], [-1.51792, 0.62447, -1.59333]], "forces_ev_per_angstrom": [[-0.19, 0.11, -0.18], [-0.33, -0.58, -1.38], [1.51, -3.06, 1.38], [0.01, -0.52, -0.09], [1.86, -4.16, 2.19], [0.56, 2.83, -1.89], [-0.61, -1.11, 0.41], [-0.49, 3.38, 0.59], [-1.40, 0.21, -0.13], [-0.55, 2.12, -0.08], [-0.36, 0.77, -0.82]], "homo_lumo_gap_ev": 8.36, "smiles": "N#C[C@@H]1NCC1=S", "homo_energy_ev": -9.4, "e_lumo_ev": -1.08, "fmax_ev_per_a": 5.1, "total_energy_ha": -662.4075, "e_above_lowest_kcal_mol": 74.1}

{"formula": "C10H16OS", "method": "ωB97M-V/def2-TZVPD", "species": ["C", "C", "C", "C", "C", "C", "C", "C", "C", "C", "O", "S", "H", "H", "H", "H", "H", "H", "H", "H", "H", "H", "H", "H", "H", "H", "H", "H"], "xyz": [[-1.10757, 1.30857, 3.54986], [0.27612, 1.92214, 0.57115], [-0.16397, 1.67143, -0.89296], [-1.72271, 0.06426, 0.19024], [0.31935, 0.67009, 1.37876], [-0.83438, 0.31056, -1.03961], [-0.46086, -0.46605, 0.89267], [0.09164, -0.82066, -0.54351], [1.58868, -0.70342, -0.79394], [-0.36003, -2.20379, -0.99352], [-2.93776, 2.83909, 4.46746], [-2.14724, 2.50032, 3.25973], [-0.96114, 0.74146, 4.44954], [1.24803, 2.41957, 0.60286], [-0.43373, 2.61618, 1.02572], [-0.86162, 2.45117, -1.20264], [0.69974, 1.72617, -1.55765], [-2.18033, 0.93726, 0.64747], [-2.47783, -0.69881, 0.03217], [1.14786, 0.50636, 2.04827], [-1.27805, 0.18411, -2.02824], [-0.54460, -1.28531, 1.60320], [1.77556, -0.74160, -1.86891], [2.11395, -1.53844, -0.32850], [2.01049, 0.21787, -0.40236], [-0.19372, -2.31034, -2.06370], [-1.41310, -2.38213, -0.79190], [0.21961, -2.97234, -0.48160]], "forces_ev_per_angstrom": [[0.61, 0.47, -2.90], [0.08, 0.31, -0.24], [-0.01, -0.11, -0.13], [-0.19, 0.07, -0.01], [-1.22, 0.70, 1.98], [-0.08, 0.12, -0.32], [-0.20, -0.44, 0.16], [0.35, -0.11, -0.13], [-0.19, -0.04, 0.01], [-0.09, 0.15, 0.19], [-0.43, 0.53, -0.32], [1.00, -1.50, 1.30], [-0.09, -0.04, 0.40], [-0.05, 0.02, 0.07], [0.13, -0.08, 0.03], [0.04, 0.01, 0.01], [-0.01, 0.05, -0.03], [-0.10, 0.03, 0.06], [0.01, -0.07, 0.03], [0.14, -0.07, 0.00], [0.02, 0.00, -0.03], [0.05, 0.04, 0.06], [0.10, 0.01, -0.01], [0.05, 0.00, 0.00], [0.13, 0.11, -0.04], [0.01, -0.04, -0.13], [-0.08, -0.04, -0.03], [-0.01, -0.05, 0.01]], "homo_lumo_gap_ev": [7.20, 8.16], "homo_energy_ev": [-8.1, -8.6], "e_lumo_ev": [-0.87, -0.43], "fmax_ev_per_a": 3.0, "total_energy_ha": -863.8746, "e_above_lowest_kcal_mol": 118.3}